The following is a quantum chemistry calculation of a molecular structure, C44H96F4N6O8S4Sr at a distorted geometry, from the Open Molecules 2025 dataset.

Energy above the lowest of the compared OMol25 structures with the same formula, charge and spin, kcal per mole: 220.5
Kohn-Sham gap, eV: 2.9
Lowest unoccupied orbital energy, eV: -10.25

ORCA input file:
```
! wB97M-V def2-TZVPD RIJCOSX def2/J DEFGRID3
* xyz 4 1
Sr -8.894 -3.046 1.899
C 0.590 -3.586 11.326
C 1.820 -2.728 11.593
C 2.872 -3.227 12.643
C 2.691 -2.807 14.076
N 3.764 -3.376 15.114
C 5.097 -2.634 14.908
C 5.024 -1.360 15.770
C 4.431 -1.894 17.071
C 3.416 -2.959 16.582
C 3.796 -4.939 15.032
C 2.398 -5.556 15.138
C 2.255 -7.030 15.405
H -0.029 -2.858 10.802
H 0.073 -4.063 12.158
H 0.714 -4.371 10.580
H 1.529 -1.731 11.924
H 2.374 -2.620 10.661
H 3.817 -2.762 12.360
H 3.080 -4.278 12.447
H 1.649 -3.063 14.270
H 2.745 -1.719 14.050
H 5.925 -3.240 15.275
H 5.314 -2.441 13.858
H 6.036 -0.983 15.918
H 4.391 -0.569 15.368
H 5.127 -2.431 17.715
H 3.923 -1.084 17.596
H 3.392 -3.820 17.250
H 2.450 -2.478 16.431
H 4.445 -5.164 15.878
H 4.462 -5.191 14.207
H 1.934 -5.370 14.170
H 1.775 -5.101 15.908
H 2.747 -7.220 16.359
H 2.568 -7.667 14.578
H 1.238 -7.377 15.591
C -0.535 5.095 -5.125
C -0.191 6.506 -5.635
C 0.750 6.481 -6.901
C 1.211 7.929 -7.391
N 2.332 7.877 -8.387
C 3.639 7.581 -7.626
C 4.799 8.321 -8.364
C 4.133 9.499 -9.052
C 2.630 9.354 -8.893
C 2.192 6.976 -9.604
C 0.876 7.214 -10.407
C 0.735 6.298 -11.630
H -1.241 4.648 -5.824
H -0.944 5.129 -4.115
H 0.336 4.442 -5.181
H 0.312 7.111 -4.881
H -1.036 7.118 -5.951
H 0.296 5.826 -7.645
H 1.608 5.876 -6.608
H 1.447 8.552 -6.528
H 0.413 8.439 -7.930
H 3.762 6.499 -7.661
H 3.594 7.958 -6.605
H 5.438 7.708 -9.000
H 5.507 8.592 -7.580
H 4.362 9.590 -10.114
H 4.435 10.460 -8.634
H 2.083 9.623 -9.797
H 2.217 10.045 -8.158
H 2.139 6.008 -9.105
H 3.122 7.077 -10.164
H 0.849 8.243 -10.765
H -0.023 7.287 -9.795
H 0.690 5.248 -11.341
H 1.577 6.248 -12.321
H -0.104 6.529 -12.286
C -7.499 -3.462 -13.004
C -7.529 -4.249 -11.649
C -6.880 -3.506 -10.508
C -5.380 -3.727 -10.290
N -4.867 -3.208 -8.980
C -5.584 -3.922 -7.755
C -4.416 -4.322 -6.808
C -3.489 -4.930 -7.864
C -3.420 -3.762 -8.887
C -4.943 -1.655 -9.006
C -4.217 -0.901 -10.234
C -4.585 0.528 -10.164
H -8.000 -4.036 -13.783
H -6.463 -3.288 -13.295
H -8.044 -2.529 -12.863
H -7.032 -5.192 -11.876
H -8.527 -4.560 -11.339
H -7.511 -3.736 -9.650
H -7.035 -2.457 -10.759
H -4.691 -3.361 -11.052
H -5.231 -4.796 -10.137
H -6.157 -3.195 -7.179
H -6.231 -4.731 -8.094
H -3.939 -3.360 -6.623
H -4.680 -4.745 -5.839
H -2.508 -5.192 -7.466
H -3.681 -5.908 -8.306
H -2.917 -2.917 -8.416
H -2.906 -3.878 -9.842
H -4.559 -1.432 -8.010
H -5.986 -1.361 -8.892
H -4.467 -1.300 -11.217
H -3.130 -0.928 -10.149
H -3.950 1.033 -10.893
H -4.401 0.988 -9.194
H -5.620 0.569 -10.501
C 8.294 2.437 0.152
C 7.500 2.496 1.422
C 5.959 2.428 1.226
C 5.090 2.577 2.525
N 3.599 2.171 2.470
C 2.842 2.975 1.402
C 1.931 3.980 2.171
C 2.387 4.022 3.618
C 2.891 2.553 3.805
C 3.406 0.697 2.215
C 4.187 -0.323 3.096
C 3.718 -1.796 3.007
H 8.207 1.500 -0.399
H 9.349 2.436 0.425
H 8.045 3.136 -0.647
H 7.604 3.482 1.876
H 7.888 1.750 2.115
H 5.813 1.486 0.697
H 5.792 3.234 0.512
H 5.116 3.613 2.863
H 5.635 2.041 3.302
H 2.279 2.349 0.710
H 3.603 3.419 0.761
H 0.887 3.775 1.934
H 2.066 4.970 1.735
H 1.548 4.209 4.288
H 3.225 4.702 3.769
H 2.030 1.936 4.060
H 3.580 2.416 4.638
H 3.596 0.555 1.151
H 2.349 0.473 2.362
H 4.127 -0.080 4.156
H 5.231 -0.378 2.787
H 3.387 -2.103 2.015
H 2.949 -1.844 3.777
H 4.494 -2.402 3.476
N -10.842 -6.930 3.202
S -10.530 -8.294 3.775
O -10.654 -9.533 3.013
O -10.540 -8.308 5.224
F -8.900 -7.989 3.525
S -12.503 -7.397 3.055
O -13.302 -7.520 4.243
O -12.886 -8.209 1.918
F -13.103 -5.988 2.565
N -4.506 -2.719 1.600
S -3.283 -3.182 2.640
O -2.675 -2.099 3.470
O -2.452 -4.262 2.259
F -4.172 -3.824 3.812
S -3.577 -1.716 0.868
O -2.282 -2.025 0.291
O -3.791 -0.318 1.197
F -4.485 -1.797 -0.513
*
```